No. 1
{
  "formula": "C23H32GeNO4Rh",
  "method": "wB97M-V/def2-TZVPD",
  "homo_energy_ev": [-7.32, -7.51],
  "multiplicity": 5,
  "e_above_lowest_kj_mol": 169.3,
  "s_squared": 6.020,
  "homo_lumo_gap_ev": [7.00, 3.53],
  "elements": ["Rh", "C", "C", "C", "C", "C", "C", "C", "C", "C", "C", "C", "C", "H", "H", "H", "H", "H", "H", "H", "H", "H", "H", "H", "H", "H", "H", "H", "H", "H", "H", "O", "C", "O", "C", "C", "C", "N", "C", "C", "C", "O", "O", "H", "H", "H", "C", "Ge", "C", "C", "C", "H", "H", "H", "H", "H", "H", "H", "H", "H", "H", "H"],
  "coordinates": [[-0.291406, 1.136239, -0.443971], [-0.830269, 0.126312, 3.055984], [-1.592595, 0.584529, 1.835537], [-1.707238, 1.958951, 1.542433], [-1.212687, 2.992443, 2.520828], [-2.359357, 2.380820, 0.358936], [-2.485017, 3.850148, 0.066472], [-2.884266, 1.422014, -0.531157], [-3.681791, 1.868002, -1.733656], [-2.753785, 0.050326, -0.235427], [-3.260950, -0.991325, -1.200755], [-2.193993, -0.360460, 0.989466], [-2.277262, -1.807660, 1.396753], [-0.031339, 0.823150, 3.297224], [-0.376428, -0.848241, 2.885081], [-1.484836, 0.043934, 3.927208], [-0.236052, 3.382778, 2.223600], [-1.133054, 2.580632, 3.522499], [-1.905173, 3.830410, 2.558511], [-1.612610, 4.390977, 0.422295], [-3.378179, 4.249819, 0.555886], [-2.556724, 4.037445, -1.000730], [-3.039525, 2.090672, -2.588582], [-4.243738, 2.768047, -1.497583], [-4.395934, 1.106130, -2.032093], [-2.670122, -1.902720, -1.130307], [-3.204199, -0.638300, -2.227435], [-4.302125, -1.246352, -0.986295], [-1.473469, -2.401110, 0.954103], [-3.224845, -2.234978, 1.073021], [-2.223116, -1.913067, 2.477126], [6.692601, 2.752045, -0.601012], [6.316905, 1.578887, -0.583263], [6.863380, 0.469277, -0.540918], [4.701498, 1.447636, -0.641173], [4.127743, 0.186829, -0.715627], [2.751828, 0.083962, -0.713810], [1.959521, 1.161199, -0.638086], [2.514644, 2.376279, -0.590541], [3.886118, 2.567486, -0.592341], [1.536435, 3.555137, -0.562935], [1.967845, 4.683805, -0.482506], [0.294054, 3.207380, -0.643631], [4.756322, -0.691430, -0.765528], [2.254731, -0.875313, -0.772486], [4.292600, 3.567308, -0.548881], [0.850685, -3.882089, -2.595894], [0.828439, -3.466350, -0.677472], [-0.289837, -4.760835, 0.319237], [2.627280, -3.571365, 0.122248], [0.151249, -1.665777, -0.474039], [1.213835, -4.896855, -2.754669], [1.512277, -3.193465, -3.121837], [-0.147292, -3.800964, -3.027776], [0.151174, -5.748622, 0.184859], [-1.318777, -4.789579, -0.039665], [-0.290886, -4.530007, 1.384934], [2.831741, -4.597679, 0.426224], [2.703361, -2.932823, 1.002919], [3.395304, -3.265632, -0.587860], [0.199546, -1.163170, 0.488105], [-0.312214, -1.134855, -1.311532]],
  "forces_ev_per_angstrom": [[-0.2307, 0.6790, -0.0366], [-0.0947, 0.0510, -0.0608], [0.0171, 0.0379, -0.1161], [-0.0365, -0.0621, -0.1966], [0.0586, -0.0265, -0.1150], [-0.0080, -0.2955, 0.1893], [0.0024, -0.0316, 0.0432], [0.2458, 0.1574, 0.0811], [0.1434, -0.0013, 0.0137], [0.0915, -0.1952, 0.3607], [-0.0313, 0.0663, 0.0882], [-0.3821, 0.0569, -0.0739], [-0.0696, 0.0953, 0.0133], [0.0091, -0.0293, 0.0189], [0.0088, -0.0207, 0.0360], [0.0290, -0.0229, 0.0552], [-0.0200, 0.0406, 0.0005], [0.0031, 0.0416, 0.0434], [0.0221, 0.0426, 0.0451], [-0.0334, -0.0169, -0.0398], [-0.0305, 0.0641, -0.0298], [0.0018, 0.0235, -0.0021], [-0.0347, 0.0146, -0.0107], [-0.0222, 0.0326, -0.0274], [-0.0311, -0.0067, -0.0398], [-0.0218, -0.0337, -0.0022], [-0.0062, -0.0169, -0.0255], [-0.0271, -0.0588, -0.0559], [-0.1430, -0.0602, 0.0765], [-0.0067, -0.0642, -0.0009], [-0.0041, -0.0357, 0.0333], [-0.5622, 0.2454, -0.0081], [1.0030, -2.2186, -0.0303], [-0.7848, 1.3950, -0.0255], [-0.6994, 0.6491, 0.0522], [0.7935, -0.2690, -0.0323], [0.0234, 0.6596, 0.0078], [0.3117, -0.5231, 0.1188], [-0.4740, -0.2222, -0.0758], [0.6563, -0.0380, 0.0252], [-1.4818, -0.5904, -0.1291], [0.5984, 0.4905, 0.0705], [1.0300, 0.4901, -0.0135], [-0.0605, 0.0169, 0.0123], [0.0876, 0.0072, 0.0368], [-0.1542, 0.0431, 0.0102], [0.0499, -0.0354, 0.2243], [-0.0099, -0.2161, 0.0517], [0.1639, 0.1768, -0.2203], [-0.1216, 0.0139, -0.1418], [0.1919, -0.3932, -0.2664], [0.0030, -0.0205, -0.0465], [-0.0006, 0.0044, -0.0030], [0.0020, 0.0068, 0.0395], [-0.0196, -0.0501, 0.0172], [0.0193, 0.0374, 0.0043], [-0.0079, 0.0153, -0.0140], [0.0327, -0.0083, -0.0097], [-0.0442, -0.0002, 0.0156], [0.0298, 0.0079, -0.0193], [0.0138, 0.0250, -0.1710], [0.0116, -0.1242, 0.2546]]
}

=====

No. 2
{
  "formula": "C4H4N2",
  "method": "wB97M-V/def2-TZVPD",
  "homo_energy_ev": [-8.02, -8.03],
  "e_above_lowest_kj_mol": 593.4,
  "homo_lumo_gap_ev": [6.17, 6.18],
  "elements": ["N", "C", "C", "C", "C", "N", "H", "H", "H", "H"],
  "coordinates": [[-0.335585, -1.140040, -0.348195], [-0.488063, 0.530564, 0.607498], [0.652598, -0.207257, 0.170643], [1.980016, 0.005030, 0.129622], [-0.863742, 1.807186, 0.067936], [-1.192265, 2.805715, -0.421885], [-0.684369, -0.982993, -1.285245], [-0.429207, -2.097837, -0.014053], [-1.131934, 0.152532, 1.398336], [2.492550, -0.872898, -0.304661]],
  "forces_ev_per_angstrom": [[-0.0087, -0.2377, -0.2388], [-0.0412, 0.1003, 0.1067], [0.3035, 0.2237, 0.0769], [-0.4717, -0.2806, -0.0954], [-0.2656, 0.8123, -0.4625], [0.3119, -0.9825, 0.4897], [0.0733, 0.0128, 0.1347], [0.0183, 0.1692, 0.0004], [0.1274, 0.0542, -0.0921], [-0.0473, 0.1284, 0.0804]]
}

=====

No. 3
{
  "formula": "CHClNO2",
  "method": "wB97M-V/def2-TZVPD",
  "homo_energy_ev": -1.61,
  "e_above_lowest_kj_mol": 153.7,
  "charge": -1,
  "homo_lumo_gap_ev": 5.11,
  "elements": ["C", "N", "O", "O", "Cl", "H"],
  "coordinates": [[2.036918, 0.022210, -0.526797], [-1.433686, -1.514616, -0.989771], [2.260007, -0.829760, 0.209315], [1.861187, 0.918702, -1.215200], [-1.479380, 0.208098, -0.486507], [-1.735994, -1.980786, -0.102264]],
  "forces_ev_per_angstrom": [[-0.3221, -0.0721, 0.4402], [-0.0910, -0.6409, 0.4582], [0.3236, -1.1450, 0.7393], [-0.1247, 1.1874, -1.2053], [-0.0223, 0.1720, 0.1844], [0.2365, 0.4987, -0.6168]]
}

=====

No. 4
{
  "formula": "C3Br2O",
  "method": "wB97M-V/def2-TZVPD",
  "homo_energy_ev": [-9.43, -9.97],
  "e_above_lowest_kj_mol": 244.8,
  "homo_lumo_gap_ev": [7.05, 7.69],
  "elements": ["C", "C", "C", "O", "Br", "Br"],
  "coordinates": [[0.566886, -0.449942, -0.956294], [-0.598535, -0.872041, -0.401016], [-0.251627, 0.262958, 0.270920], [-0.313430, 1.183141, 0.981374], [2.006564, -0.575884, -2.072879], [-2.432083, -2.689429, 0.274678]],
  "forces_ev_per_angstrom": [[-1.8914, -0.5253, 1.0998], [0.7450, -1.5825, -0.8739], [0.0112, 0.9597, -0.0505], [0.3153, 0.0462, 0.1574], [-0.4711, -0.0760, 0.2779], [1.2911, 1.1779, -0.6108]]
}

=====

No. 5
{
  "formula": "C24H23ClMnN3O4S2",
  "method": "wB97M-V/def2-TZVPD",
  "homo_energy_ev": [-11.60, -11.59],
  "multiplicity": 2,
  "charge": 1,
  "s_squared": 1.084,
  "homo_lumo_gap_ev": [7.62, 7.92],
  "elements": ["Mn", "O", "C", "O", "C", "C", "Cl", "N", "N", "C", "C", "O", "O", "C", "C", "C", "C", "C", "C", "H", "H", "H", "H", "H", "H", "C", "C", "C", "C", "C", "C", "C", "C", "C", "C", "H", "H", "H", "H", "H", "H", "H", "H", "H", "H", "H", "H", "S", "C", "N", "C", "C", "S", "H", "H", "H", "H", "H"],
  "coordinates": [[-0.493814, 0.442819, -0.539124], [-2.299200, 4.312191, 3.227578], [-2.363001, 3.115243, 3.784964], [-2.721808, 2.944084, 4.916036], [-1.954973, 1.945971, 2.938006], [-2.075090, 0.609211, 3.320065], [-2.720308, -0.061173, 4.722311], [-1.618414, -0.166314, 2.314853], [-1.203468, 0.605501, 1.296843], [-1.404729, 1.871956, 1.656250], [-1.049900, 2.871754, 0.592526], [-1.331295, 4.050964, 0.706627], [-0.490881, 2.333325, -0.444424], [-1.598317, -1.591066, 2.191542], [-2.207738, -2.166039, 1.084866], [-2.151966, -3.543304, 0.928924], [-1.509598, -4.323318, 1.879431], [-0.920618, -3.733263, 2.989595], [-0.954225, -2.356896, 3.150409], [-1.951103, 4.307487, 2.304325], [-2.741395, -1.548654, 0.372480], [-2.623994, -4.005415, 0.072255], [-1.474285, -5.397776, 1.759154], [-0.425443, -4.344806, 3.731613], [-0.481249, -1.884675, 4.000910], [2.153941, -1.503888, 1.054371], [1.939496, -1.155813, -0.438486], [1.025766, -2.223549, -1.056842], [1.249722, 0.174500, -0.509990], [3.293765, -1.045535, -1.142407], [4.254965, -0.170014, -0.634407], [5.496206, -0.049578, -1.234630], [5.800328, -0.803646, -2.360716], [4.852804, -1.671237, -2.875546], [3.605770, -1.789498, -2.273108], [1.208156, -1.795486, 1.512874], [2.564893, -0.664946, 1.615190], [2.852386, -2.337596, 1.132313], [0.071368, -2.252161, -0.517027], [1.470661, -3.215546, -0.965609], [0.824474, -2.028010, -2.109980], [1.839634, 1.091168, -0.526248], [4.036456, 0.424946, 0.245017], [6.228903, 0.631858, -0.822464], [6.770548, -0.713417, -2.830804], [5.079039, -2.264257, -3.752224], [2.888143, -2.478459, -2.697733], [-1.138711, 0.053239, -2.749697], [-2.061149, 1.495718, -2.744688], [-1.792977, 2.534645, -3.489623], [-2.741468, 3.649756, -3.455336], [-3.475596, 3.517784, -2.126267], [-3.466717, 1.724953, -1.765513], [-0.992205, 2.521220, -4.106657], [-3.419017, 3.564857, -4.306725], [-2.201914, 4.592028, -3.516971], [-4.501151, 3.869874, -2.185873], [-2.949705, 4.028268, -1.322234]],
  "forces_ev_per_angstrom": [[-0.0592, -0.2269, -0.0696], [0.0347, 0.1390, -0.1133], [0.0891, -0.1062, 0.0665], [-0.0360, 0.0079, -0.0563], [-0.0433, -0.0156, 0.0066], [-0.0322, 0.1002, -0.0142], [-0.0031, -0.0223, -0.0069], [0.0170, -0.0170, 0.0092], [0.0584, 0.1940, 0.0676], [0.0383, -0.0384, -0.0424], [-0.0992, -0.0243, 0.1418], [0.0160, -0.0109, 0.0361], [-0.0135, 0.0075, -0.1013], [0.0186, -0.1082, -0.0128], [-0.0074, 0.0014, 0.0712], [-0.0174, 0.0261, -0.0150], [-0.0010, -0.0363, -0.0029], [0.0145, 0.0050, 0.0120], [0.0207, 0.0078, -0.0350], [-0.0490, -0.0550, 0.0391], [-0.0037, 0.0168, -0.0160], [0.0022, 0.0038, 0.0068], [-0.0026, 0.0077, 0.0025], [0.0000, 0.0051, -0.0083], [-0.0024, 0.0019, -0.0090], [0.0084, 0.0345, 0.0179], [-0.0868, -0.0945, -0.0595], [0.0439, 0.0214, 0.0775], [-0.0505, 0.0912, -0.0784], [-0.0141, 0.0921, -0.0055], [-0.0130, -0.0134, -0.0176], [0.0029, 0.0057, 0.0037], [0.0010, 0.0008, -0.0017], [0.0176, -0.0112, -0.0212], [-0.0221, -0.0233, -0.0084], [-0.0140, 0.0359, 0.0168], [0.0310, -0.0093, -0.0037], [-0.0215, -0.0157, -0.0162], [-0.0030, -0.0094, -0.0035], [-0.0330, -0.0014, 0.0021], [0.0198, -0.0219, -0.0082], [0.0709, -0.0219, 0.1208], [0.0112, 0.0010, -0.0017], [-0.0054, -0.0045, -0.0012], [-0.0085, -0.0012, 0.0032], [-0.0007, 0.0057, 0.0083], [0.0176, 0.0118, 0.0056], [0.1417, 0.0188, 0.0519], [-0.1179, 0.0627, -0.0406], [0.0134, -0.0196, -0.0081], [-0.0017, 0.0249, -0.0440], [0.0246, -0.0442, 0.0624], [0.0444, 0.0205, -0.0350], [0.0055, -0.0030, 0.0044], [0.0008, 0.0010, -0.0032], [-0.0052, 0.0040, -0.0129], [-0.0063, -0.0051, 0.0051], [0.0092, 0.0043, 0.0346]]
}

=====

No. 6
{
  "formula": "C7H14N2S",
  "method": "wB97M-V/def2-TZVPD",
  "smiles": "CCc1c[nH]cn1.CSC",
  "homo_energy_ev": -8.36,
  "e_above_lowest_kj_mol": 265.3,
  "homo_lumo_gap_ev": 9.16,
  "elements": ["C", "C", "S", "H", "H", "H", "H", "H", "H", "C", "C", "C", "C", "C", "N", "N", "H", "H", "H", "H", "H", "H", "H", "H"],
  "coordinates": [[0.896018, -0.960816, 2.345113], [3.195717, -2.390133, 1.558466], [2.175125, -0.991170, 1.102440], [0.485286, -0.048963, 2.841774], [0.033910, -1.453665, 1.856854], [1.123644, -1.639159, 3.182977], [4.196276, -2.077722, 1.141325], [2.846185, -3.365530, 1.183869], [3.426333, -2.459854, 2.621492], [-0.589353, -0.316980, -1.444773], [-0.941301, -0.343845, -2.957427], [-1.168308, 0.984221, -0.915048], [-0.566134, 2.203063, -0.644483], [-2.641068, 2.206931, 0.185582], [-2.384473, 0.895751, -0.309586], [-1.549338, 2.957439, 0.025436], [-1.174440, -1.251413, -1.046178], [0.476261, -0.612598, -1.272141], [-1.993345, 0.213414, -3.036990], [0.306751, 2.596426, -0.630549], [-3.623248, 2.623061, 0.566141], [-1.561420, 3.957658, 0.430771], [-0.663408, -1.251497, -3.486297], [-0.305670, 0.525381, -3.298770]],
  "forces_ev_per_angstrom": [[-1.9995, -1.3738, 0.8251], [1.4487, 0.2133, -0.1550], [0.4010, 0.9238, 0.0191], [1.0084, -0.1281, -0.9697], [0.0568, 0.4022, 0.4034], [0.3277, 0.2316, -0.2956], [-0.9756, -0.8247, -0.0133], [0.2055, 0.4908, 0.0292], [-0.4660, 0.0868, 0.1417], [-1.3512, -2.6134, -0.5263], [-0.1176, 3.9718, 0.5504], [1.3802, -0.8446, 2.4431], [-6.3870, -1.4381, 0.6642], [-0.3429, -3.3544, -1.0220], [-1.8053, 4.0380, 0.4889], [-0.3364, 1.6818, 0.6899], [0.8214, 2.0500, 0.0537], [-0.7500, 1.0198, -0.0109], [1.7748, -2.2626, -0.3134], [5.8687, 2.0397, -0.6560], [1.5310, -0.9106, -0.3740], [0.6745, -2.3818, -1.3227], [-0.6617, 0.0425, -0.1128], [-0.3058, -1.0599, -0.5369]]
}

=====

Calculated strongest force on any atom (eV/Å), listed in the same order as above: 2.435 1.141 1.697 2.250 0.245 6.581
Calculated DFT total energy (eV), listed in the same order as above: -93570.038 -7186.539 -19160.306 -145238.344 -103428.244 -21299.173